A cluster of 8 separate species, H16O8 in total at a distorted geometry. Source: the OMol25 dataset; level of theory: ωB97M-V/def2-TZVPD.

XYZ file:
```
24
Properties=species:S:1:pos:R:3:forces:R:3:nbo_charge:R:1
O 1.848 -2.617 -0.805 1.928 1.466 0.732 -0.988
H 1.154 -3.252 -0.928 -0.031 -0.892 0.845 0.494
H 2.441 -2.720 0.000 -1.818 -0.505 -1.540 0.496
O -0.829 -3.208 0.079 0.364 1.277 -1.310 -0.952
H -1.690 -2.946 0.379 -0.883 -0.358 0.732 0.464
H -0.718 -2.455 -0.560 0.355 -0.764 0.580 0.484
O 0.182 2.361 -0.612 -2.158 1.156 2.742 -0.938
H 0.067 3.285 -0.810 -0.920 1.482 1.249 0.479
H 0.698 2.315 -1.334 3.611 -2.196 -4.233 0.477
O -2.466 1.922 -0.345 0.303 -0.433 1.355 -0.922
H -2.678 2.309 -1.161 -1.060 0.661 -1.992 0.460
H -1.683 2.437 -0.138 0.173 -0.298 0.672 0.480
O 1.017 0.089 0.713 0.422 0.108 0.437 -0.986
H 0.549 0.865 0.411 -0.228 0.499 -0.124 0.486
H 0.755 -0.586 0.095 -0.036 -0.852 -0.440 0.503
O 3.470 1.355 0.836 7.165 0.867 -2.402 -0.914
H 2.650 1.156 0.957 -8.859 -0.798 3.195 0.455
H 3.394 0.701 0.124 1.931 -0.059 -0.757 0.454
O -1.142 0.219 2.456 -0.988 2.262 1.687 -0.950
H -1.487 -0.565 2.123 -0.839 -2.110 -0.918 0.458
H -0.257 0.262 2.163 1.646 -0.226 -0.563 0.481
O -1.436 -0.505 -1.309 -0.059 0.329 0.144 -1.004
H -2.345 -0.855 -1.314 0.496 0.586 0.039 0.476
H -1.492 0.444 -1.010 -0.514 -1.201 -0.131 0.507
```
Positions in Å, forces in eV/Å.

Calculated values
HOMO-LUMO gap in eV: 10.7
Relative energy (zero: lowest compared OMol25 entry of this formula, charge and spin) in kJ/mol: 362.65
E_tot in eV: -16638.252
Highest occupied orbital energy in eV: -10.963